# 1
Formula: C5H6F2O2
Source: the OMol25 dataset
Level of theory: the ωB97M-V functional and the def2-TZVPD basis

The geometry in XYZ format:
```
15
Properties=species:S:1:pos:R:3
C -1.71 0.28 0.36
C -0.86 -0.96 0.62
C 0.18 1.10 -0.63
C 0.71 -0.18 -0.83
C 2.19 -0.53 0.19
O -0.91 1.37 0.01
O -0.08 -1.27 -0.56
F 3.10 0.21 -0.51
F 1.98 0.16 1.28
H -2.36 0.15 -0.51
H -2.36 0.62 1.17
H -0.03 -0.83 1.33
H -1.71 -1.77 0.90
H 0.70 1.95 -1.05
H 1.16 -0.31 -1.77
```

The energy above the lowest of the compared OMol25 structures with the same formula, charge and spin comes out at 4.871 eV. Its LUMO energy (spin up / spin down) is -0.338 / -0.122 eV. The largest force on an atom comes out at 2.96 eV/A. For the gap between HOMO and LUMO (spin up / spin down), the calculation gives 7.4398 / 8.0269 eV.

=====

# 2
Formula: C12H18Cl2LuN2
Source: the OMol25 dataset
Level of theory: the ωB97M-V functional and the def2-TZVPD basis

The geometry in XYZ format:
```
35
Properties=species:S:1:pos:R:3
Lu 0.74 -0.34 0.09
Cl 0.64 -2.78 -0.26
Cl 1.72 1.72 1.06
C 2.27 -0.16 -1.50
H 2.97 0.64 -1.25
H 2.62 -1.08 -1.93
C -0.73 0.40 -1.36
C 0.94 0.35 -2.10
H -1.18 0.38 -0.23
C 0.65 -0.55 -3.36
H 1.11 1.44 -2.47
C -0.53 -0.10 -4.26
H 1.53 -0.75 -4.06
H 0.37 -1.53 -2.93
C -1.89 -0.09 -3.49
H -0.29 0.90 -4.66
H -0.55 -0.83 -5.11
C -1.73 0.93 -2.33
H -2.72 0.14 -4.17
H -2.12 -1.08 -3.08
H -1.45 1.89 -2.94
H -2.75 1.14 -1.85
N -1.13 -0.66 6.25
C -0.84 -0.61 4.92
C 0.05 -1.53 4.37
C 0.30 -1.44 3.02
N -0.31 -0.48 2.27
C -1.13 0.44 2.81
C -1.46 0.40 4.14
H -0.68 -1.37 6.81
H -1.76 -0.01 6.64
H 0.51 -2.30 5.00
H 0.95 -2.13 2.47
H -1.49 1.23 2.12
H -2.17 1.09 4.60
```

The energy above the lowest of the compared OMol25 structures with the same formula, charge and spin comes out at 0.000 eV. Its charge is -1. Its LUMO energy is 2.466 eV. The largest force on an atom comes out at 3.98 eV/A. For the gap between HOMO and LUMO, the calculation gives 5.0684 eV.

=====

# 3
Formula: C33H40N3O6P2RuSi
Source: the OMol25 dataset
Level of theory: the ωB97M-V functional and the def2-TZVPD basis

The geometry in XYZ format:
```
86
Properties=species:S:1:pos:R:3
Ru 0.40 1.35 -0.14
C 1.13 -1.47 2.54
C 2.08 -0.86 1.58
N 1.95 0.22 0.83
C 3.12 0.32 0.10
C 3.98 -0.68 0.45
N 3.30 -1.40 1.39
C 5.32 -1.14 0.01
O 5.91 -0.45 -0.93
O 5.79 -2.13 0.53
C 3.23 1.32 -0.98
O 4.28 1.44 -1.62
O 2.17 2.02 -1.16
H 0.11 -1.26 2.24
H 1.30 -1.12 3.56
H 1.25 -2.55 2.54
H 3.67 -2.24 1.80
H 5.34 0.33 -1.24
C -2.17 0.49 2.12
P -0.79 1.62 1.78
C 0.16 1.62 3.34
C -1.49 3.29 1.88
C -2.65 3.65 2.56
C -3.00 4.99 2.65
C -2.20 5.97 2.07
C -1.05 5.61 1.39
C -0.70 4.27 1.27
P 0.68 3.63 0.25
C 0.62 4.70 -1.20
C 2.21 4.16 1.07
H -2.56 0.68 3.12
H -1.86 -0.55 2.04
H -2.95 0.66 1.38
H -0.44 2.09 4.12
H 1.09 2.18 3.21
H 0.41 0.61 3.65
H -3.27 2.90 3.02
H -3.91 5.28 3.16
H -2.48 7.01 2.15
H -0.44 6.38 0.92
H 0.82 5.73 -0.90
H -0.36 4.64 -1.67
H 1.37 4.38 -1.92
H 2.15 5.22 1.31
H 3.05 3.98 0.40
H 2.38 3.61 2.00
C -2.98 -2.92 -2.59
C -2.32 -1.57 -2.27
C -3.37 -0.58 -1.76
C -1.72 -1.00 -3.57
Si -0.92 -1.79 -1.01
O -0.56 -0.45 -0.21
C -1.40 -3.06 0.33
C -2.64 -2.98 0.99
C -2.98 -3.85 2.01
C -2.10 -4.85 2.40
C -0.87 -4.95 1.76
C -0.54 -4.07 0.74
C 0.62 -2.42 -1.89
C 1.57 -1.45 -2.19
C 2.76 -1.76 -2.82
C 3.02 -3.09 -3.16
C 2.08 -4.07 -2.88
C 0.89 -3.74 -2.26
H -3.76 -2.78 -3.34
H -3.42 -3.39 -1.72
H -2.25 -3.62 -3.01
H -4.11 -0.40 -2.54
H -2.90 0.38 -1.51
H -3.90 -0.94 -0.88
H -2.52 -0.83 -4.29
H -1.00 -1.69 -4.02
H -1.22 -0.05 -3.40
H -3.35 -2.21 0.70
H -3.95 -3.76 2.49
H -2.36 -5.54 3.19
H -0.18 -5.73 2.05
H 0.43 -4.17 0.26
H 1.32 -0.42 -1.94
H 3.48 -0.99 -3.06
H 3.95 -3.35 -3.64
H 2.28 -5.10 -3.16
H 0.17 -4.52 -2.05
O -0.72 2.81 -3.93
C -0.71 2.40 -2.81
N -0.78 1.99 -1.70
```

The energy above the lowest of the compared OMol25 structures with the same formula, charge and spin comes out at 0.000 eV. Its LUMO energy (spin up / spin down) is -0.004 / -0.737 eV. The largest force on an atom comes out at 0.62 eV/A. For the gap between HOMO and LUMO (spin up / spin down), the calculation gives 8.4023 / 7.7304 eV. Its spin multiplicity is 2.

=====

# 4
Formula: C9H9N3O2
Source: the OMol25 dataset
Level of theory: the ωB97M-V functional and the def2-TZVPD basis

The geometry in XYZ format:
```
23
Properties=species:S:1:pos:R:3
C -3.56 -0.44 -1.20
C -2.40 -1.01 -0.93
C -1.28 -0.32 -0.21
C -0.05 -0.17 -1.12
N 1.02 0.43 -0.37
C 1.85 1.37 -0.89
N 2.83 1.92 -0.30
C 3.17 1.55 1.01
O 4.12 2.05 1.57
C 2.29 0.55 1.61
C 1.26 0.02 0.92
C 0.34 -0.98 1.55
O 0.64 -1.61 2.54
N -0.86 -1.10 0.94
H -4.34 -0.97 -1.73
H -3.78 0.58 -0.92
H -2.20 -2.03 -1.21
H -1.61 0.68 0.11
H 0.25 -1.17 -1.47
H -0.29 0.45 -1.99
H 1.63 1.68 -1.91
H 2.48 0.23 2.63
H -1.54 -1.71 1.38
```

The energy above the lowest of the compared OMol25 structures with the same formula, charge and spin comes out at 1.721 eV. As for the SMILES: C=C[C@@H]1Cn2cnc(=O)cc2C(=O)N1. Its LUMO energy is 0.091 eV. The largest force on an atom comes out at 0.83 eV/A. For the gap between HOMO and LUMO, the calculation gives 9.3040 eV.

=====

Number 1: electronic energy -14806.976 eV. Number 2: electronic energy -74383.312 eV. Number 3: electronic energy -80669.449 eV. Number 4: electronic energy -18044.033 eV.